1.
{"formula": "C3H6NO5S2", "method": "ωB97M-V/def2-TZVPD", "charge": -1, "smiles": "N[C@@](CS)(C(=O)O)S(=O)(=O)[O-]", "e_lumo_ev": 3.19, "max_force_ev_per_a": 5.2, "e_tot_ev": -36608.513, "molar_mass_g_mol": 200.2, "e_homo_ev": -5.585, "relative_energy_kj_mol": 0.0, "orbital_gap_ev": 8.8, "symbols": ["N", "C", "C", "S", "C", "O", "O", "S", "O", "O", "O", "H", "H", "H", "H", "H", "H"], "xyz": [[1.139294, 0.330339, -1.123974], [-0.088360, 0.130828, -0.169737], [-0.276636, 1.419144, 0.578014], [-0.779978, 2.828488, -0.537668], [-1.280646, -0.609955, -0.722081], [-2.389808, -0.143357, -0.705947], [-1.075258, -1.885157, -1.088015], [0.802873, -1.024983, 1.140070], [1.157456, -2.177410, 0.341262], [-0.103951, -1.318442, 2.210402], [1.914090, -0.193659, 1.446222], [1.425589, -0.575799, -1.335971], [1.821393, 0.705611, -0.452128], [0.545165, 1.613357, 1.159631], [-1.187915, 1.273242, 1.275037], [-1.312063, 2.018509, -1.365723], [-0.311246, -2.390756, -0.649393]], "forces_ev_per_angstrom": [[-2.7, 1.8, 1.3], [3.8, -0.7, 0.2], [-5.2, -0.5, -0.6], [1.3, 0.8, 1.7], [0.4, -0.4, 1.0], [-0.1, 0.2, -0.5], [0.1, -0.8, -0.2], [-2.1, 0.7, -1.1], [0.3, -1.5, -0.9], [-0.6, -0.1, 0.8], [1.9, 1.0, 1.1], [0.8, -1.9, -0.5], [-0.1, -0.3, -0.6], [2.0, 0.8, 1.1], [1.6, 0.2, -0.9], [-1.0, -1.0, -1.4], [-0.4, 1.6, -0.3]], "mulliken_charge": [-0.82, 0.28, -0.96, -0.27, 0.33, -0.57, -0.56, 1.31, -0.75, -0.68, -0.68, 0.43, 0.40, 0.63, 0.32, 0.13, 0.46]}

---

2.
{"formula": "C6H10", "method": "ωB97M-V/def2-TZVPD", "smiles": "C1=CCCCC1", "e_lumo_ev": 1.21, "max_force_ev_per_a": 3.4, "e_tot_ev": -6380.395, "molar_mass_g_mol": 82.1, "e_homo_ev": -9.391, "relative_energy_kj_mol": 334.3, "orbital_gap_ev": 10.6, "symbols": ["C", "C", "C", "C", "C", "C", "H", "H", "H", "H", "H", "H", "H", "H", "H", "H"], "xyz": [[0.191671, 1.534709, -0.227261], [1.335961, 0.867974, -0.471849], [1.317549, -0.665969, -0.420715], [-0.127029, -1.071757, -0.354857], [-0.799006, -0.676544, 0.968802], [-1.363291, 0.603535, 0.322458], [0.079472, 2.632409, -0.222525], [2.349908, 1.255470, -0.689765], [1.920235, -0.946916, 0.454282], [1.797011, -1.105129, -1.302210], [-0.599498, -0.179595, -0.911374], [-0.462047, -1.972474, -0.865291], [-0.099589, -0.428784, 1.772269], [-1.516463, -1.415803, 1.368472], [-1.811188, 1.402785, 0.872012], [-2.213693, 0.166096, -0.292450]], "forces_ev_per_angstrom": [[-1.4, -1.1, 0.2], [-0.7, -0.4, 0.3], [0.2, 0.2, -0.1], [-0.5, 0.7, -0.9], [0.0, 0.5, -0.2], [0.6, 1.5, 0.8], [0.0, -0.8, 0.0], [-1.0, 0.5, 0.3], [-0.1, -0.2, -0.1], [0.1, 0.3, 0.1], [1.2, -2.9, -1.2], [0.4, -0.4, 0.5], [0.1, -0.2, -0.2], [0.0, 0.6, -0.4], [-0.3, 0.4, 1.1], [1.3, 1.3, -0.3]], "mulliken_charge": [-0.60, -0.09, -0.72, -0.52, -0.56, -0.89, 0.38, 0.34, 0.32, 0.36, 0.25, 0.46, 0.27, 0.30, 0.41, 0.27]}

---

3.
{"formula": "C4HIO", "method": "ωB97M-V/def2-TZVPD", "e_lumo_ev": -0.29, "max_force_ev_per_a": 3.1, "e_tot_ev": -14305.132, "molar_mass_g_mol": 192.0, "e_homo_ev": -9.549, "relative_energy_kj_mol": 50.4, "orbital_gap_ev": 9.3, "symbols": ["C", "C", "C", "C", "O", "I", "H"], "xyz": [[-1.088041, -1.656515, -0.074196], [0.068292, -2.101143, 0.088171], [0.207323, -0.431578, 0.009766], [1.507639, -0.779327, -0.045035], [1.428122, -2.183789, -0.006355], [3.415520, 0.120575, 0.000807], [-0.179101, 0.532431, 0.320732]], "forces_ev_per_angstrom": [[-1.2, 0.9, -0.1], [3.0, -0.3, 0.1], [0.2, 0.9, 0.4], [0.3, -0.2, 0.1], [-0.7, -0.6, -0.2], [-1.2, -0.5, 0.0], [-0.3, -0.3, -0.4]], "mulliken_charge": [-0.51, 0.41, 0.22, -0.40, -0.31, 0.17, 0.42]}

---

4.
{"formula": "C18H19CoF6N4O5S2", "method": "ωB97M-V/def2-TZVPD", "e_lumo_ev": -0.26, "max_force_ev_per_a": 0.6, "e_tot_ev": -110775.059, "molar_mass_g_mol": 608.4, "e_homo_ev": -8.915, "relative_energy_kj_mol": 37.0, "orbital_gap_ev": 8.7, "symbols": ["Co", "O", "C", "N", "C", "C", "C", "C", "C", "C", "N", "C", "C", "C", "C", "C", "N", "H", "H", "H", "H", "H", "H", "H", "H", "H", "H", "F", "C", "F", "F", "S", "O", "O", "N", "S", "O", "O", "C", "F", "F", "F", "C", "C", "C", "C", "H", "H", "H", "H", "H", "H", "H", "H", "H"], "xyz": [[-0.062218, 0.072246, 0.077293], [3.448056, -0.303489, 1.776113], [2.492835, -0.215967, 1.018690], [1.318090, 0.377047, 1.246440], [1.007460, 0.887508, 2.556177], [-0.463521, 1.191685, 2.579544], [-1.134814, 1.634402, 3.708668], [-2.480019, 1.936538, 3.618338], [-3.126433, 1.803343, 2.396797], [-2.402049, 1.341279, 1.320144], [-1.104771, 1.033927, 1.412189], [2.509516, -0.787772, -0.375551], [3.638199, -1.322936, -0.959636], [3.560238, -1.739465, -2.278498], [2.363312, -1.593724, -2.963259], [1.270413, -1.066872, -2.300442], [1.340978, -0.688512, -1.025215], [1.570802, 1.802252, 2.779922], [1.260716, 0.165158, 3.338267], [-0.594374, 1.736683, 4.639834], [-3.023424, 2.274103, 4.490947], [-4.176618, 2.028329, 2.282490], [-2.857600, 1.195803, 0.348636], [4.541006, -1.384038, -0.368422], [4.424649, -2.162591, -2.772876], [2.264396, -1.893492, -3.996673], [0.314067, -0.943016, -2.787449], [-1.977779, -2.178311, 3.641293], [-2.412032, -2.514100, 2.427509], [-3.291646, -3.498281, 2.535775], [-3.026127, -1.455321, 1.885142], [-0.990133, -3.025907, 1.375825], [-0.146787, -1.852295, 1.285326], [-0.472274, -4.190385, 2.006557], [-1.681053, -3.394519, 0.013501], [-2.122022, -2.382782, -1.093039], [-3.521294, -2.342907, -1.356697], [-1.447376, -1.086809, -1.046070], [-1.384794, -3.254326, -2.538993], [-1.967946, -4.429074, -2.709534], [-1.574044, -2.512859, -3.636977], [-0.077094, -3.436495, -2.371674], [0.553038, 3.347140, -2.691700], [1.016612, 2.359029, -1.616813], [1.712332, 3.115943, -0.489692], [-0.191004, 1.569436, -1.135689], [1.397298, 3.911459, -3.092527], [-0.157310, 4.063510, -2.270735], [0.061536, 2.837521, -3.522438], [1.739907, 1.683641, -2.085879], [1.015393, 3.820493, -0.024295], [2.555876, 3.692647, -0.873671], [2.078736, 2.445659, 0.285056], [-0.687768, 1.056240, -1.967652], [-0.901137, 2.273220, -0.694352]], "forces_ev_per_angstrom": [[0.2, -0.5, -0.3], [0.0, 0.0, 0.1], [-0.1, 0.0, 0.0], [0.2, 0.5, 0.1], [0.0, 0.0, -0.1], [0.1, 0.1, -0.1], [0.0, 0.1, 0.0], [0.0, 0.0, 0.0], [0.0, 0.0, 0.0], [-0.1, 0.0, -0.1], [-0.2, -0.6, 0.1], [0.0, 0.1, 0.0], [0.0, 0.0, 0.0], [0.0, 0.0, 0.0], [0.0, 0.0, 0.0], [0.1, 0.1, 0.1], [0.1, -0.1, -0.1], [0.0, 0.0, 0.0], [0.0, 0.0, 0.0], [0.0, 0.0, 0.0], [0.0, 0.0, 0.0], [0.0, 0.0, 0.0], [0.0, -0.1, 0.0], [0.0, 0.0, 0.0], [0.0, 0.0, 0.0], [0.0, 0.0, 0.0], [0.0, 0.0, 0.0], [0.0, 0.1, 0.0], [0.0, 0.0, 0.1], [0.0, 0.0, 0.0], [0.0, 0.0, 0.0], [-0.1, -0.3, -0.2], [-0.1, 0.1, 0.2], [0.1, 0.1, 0.0], [-0.2, 0.1, 0.2], [0.1, -0.1, 0.1], [0.0, 0.0, 0.1], [-0.1, 0.3, -0.1], [-0.2, 0.1, -0.1], [0.0, 0.0, 0.0], [0.1, 0.0, 0.0], [0.0, -0.1, 0.0], [0.0, 0.0, 0.0], [0.0, 0.0, 0.0], [0.0, 0.0, 0.0], [0.2, 0.0, 0.2], [0.0, 0.0, 0.0], [0.0, 0.0, 0.0], [0.0, 0.0, 0.0], [0.0, 0.0, 0.1], [0.0, 0.0, 0.0], [0.0, 0.0, 0.0], [0.0, 0.0, 0.0], [0.0, 0.1, 0.0], [-0.1, 0.0, 0.0]], "mulliken_charge": [-0.59, -0.78, -0.02, 0.72, -1.00, 0.48, -1.01, -0.33, -1.00, -0.23, 0.82, 0.52, -0.72, -0.48, -1.04, -0.45, 1.14, 0.46, 0.45, 0.52, 0.42, 0.44, 0.58, 0.58, 0.44, 0.49, 0.80, -0.22, 0.68, -0.23, -0.17, 0.97, -0.74, -0.64, -0.54, 0.98, -0.66, -0.55, 0.60, -0.22, -0.22, -0.20, -1.74, 1.13, -1.39, -1.00, 0.44, 0.36, 0.39, 0.06, 0.31, 0.45, 0.14, 0.21, 0.59]}